# 1
The following is a DFT calculation (the ωB97M-V functional and the def2-TZVPD basis) of 10 unconnected molecules or ions with the total composition C35H40F5N5O15.

Geometry as XYZ:
```
100
Properties=species:S:1:pos:R:3:forces:R:3:mulliken_charge:R:1
F -3.185796 6.113481 -14.465408 -0.250 -0.575 0.882 -0.2921
F -7.820108 -0.230352 -12.523103 0.158 0.014 -0.556 -0.2658
F -10.876167 10.397473 -16.563944 -0.002 0.308 -0.039 -0.2711
F -11.200212 5.032943 -19.644174 -0.390 1.161 -0.096 -0.2778
F -16.073924 -4.442461 -19.609398 -1.093 -4.486 1.560 -0.2696
O -13.887152 3.270356 -22.111579 1.947 -0.020 2.563 -0.5512
O -13.495134 8.887913 -16.575104 0.334 1.353 -2.165 -0.3129
O -6.531234 5.105519 -15.699440 3.122 -0.264 0.335 -0.5728
O -12.963088 3.571478 -19.996756 -1.016 1.035 -0.183 -0.2967
O -13.879537 -1.504029 -17.861885 1.371 0.376 1.089 -0.4974
O -6.922598 -2.504851 -14.365475 -0.787 0.292 -0.672 -0.2952
O -4.408613 4.725376 -16.492539 -1.162 -0.235 -0.298 -0.3065
O -5.431011 -1.432301 -15.618696 -0.558 0.370 0.242 -0.5214
O -11.685321 2.948522 -21.702661 -0.804 -0.172 0.291 -0.3154
O -7.238340 -0.342684 -14.793305 0.332 1.416 0.652 -0.3004
O -15.539629 -2.437886 -18.957658 -0.782 -0.003 -0.322 -0.3527
O -4.822846 4.527129 -14.360383 -0.313 0.714 2.464 -0.2733
O -14.435258 10.144746 -18.256440 1.344 -0.540 0.167 -0.5002
O -13.052111 11.085420 -16.779516 2.122 -0.176 0.633 -0.2951
O -13.499453 -2.773977 -19.707240 0.628 -0.047 -0.428 -0.3563
N -20.200953 8.484801 -20.245435 -0.031 -1.327 -0.557 -0.0055
N -3.133500 0.177524 -22.206571 0.963 0.014 -1.558 -0.0642
N -17.898795 5.322686 -28.669277 0.978 -0.855 -1.674 -0.0128
N -15.566351 3.279735 -11.510923 0.297 1.281 -0.811 -0.0040
N -6.569007 6.910221 -25.760409 -2.472 0.477 -0.483 -0.0264
C -15.727571 -3.306867 -20.043367 0.859 3.994 -2.116 0.4510
C -12.645258 9.224329 -15.502047 -0.787 -0.783 1.046 -0.4484
C -14.410974 -3.236721 -20.724265 2.895 -1.063 -0.726 -0.4885
C -15.362226 2.798876 -10.276246 0.878 -0.648 0.902 -0.4915
C -6.441436 -1.433438 -14.984189 1.954 0.503 -0.960 0.6415
C -3.253104 4.260646 -15.852180 2.005 0.357 -0.863 -0.4520
C -6.170793 5.614228 -25.823617 -0.320 0.032 0.758 -0.3960
C -14.363042 3.824276 -11.989809 -3.744 -0.356 -3.017 -0.4537
C -3.981386 -0.688362 -24.095346 0.417 0.685 0.155 -0.2777
C -18.460506 5.875493 -29.802637 -2.376 0.115 1.743 -0.5232
C -19.708984 7.197415 -20.510015 -0.523 0.080 0.670 -0.6136
C -8.223925 -2.126754 -14.039015 -2.115 0.253 4.166 -0.4404
C -19.843118 6.072096 -29.404115 2.097 1.274 -2.100 -0.3317
C -8.214918 -0.583429 -13.770247 0.561 -2.412 -2.480 0.2395
C -18.821932 5.030313 -27.761254 -1.258 1.327 2.419 -0.3691
C -7.302403 4.845171 -26.008663 1.934 -1.281 -0.785 -0.3811
C -21.537476 8.389459 -20.063847 -0.624 -0.483 0.464 -0.3443
C -5.017104 -0.304888 -23.223102 -0.744 0.290 0.292 -0.2901
C -10.900245 2.880223 -20.523482 0.845 1.168 -0.287 -0.4107
C -19.999847 5.716736 -28.076870 0.663 -1.877 0.155 -0.4341
C -12.956619 3.259635 -21.320550 -1.203 0.051 -2.852 0.6617
C -11.653269 3.786677 -19.561774 0.450 -3.323 0.366 0.2583
C -5.343942 4.866150 -15.518991 -4.548 -0.159 -2.622 0.6854
C -8.399334 5.651621 -26.210880 -0.660 2.270 0.993 -0.4210
C -21.915798 7.049692 -20.143583 -1.320 1.728 0.692 -0.4715
C -7.989349 6.982160 -25.987550 1.947 -1.326 0.048 -0.4595
C -3.481982 4.759739 -14.473452 2.170 -0.642 -0.590 0.2505
C -14.202511 -2.209190 -18.739054 -1.917 0.371 -0.802 0.6835
C -12.042437 10.585463 -15.885805 -0.868 -0.967 0.058 0.3745
C -14.007308 2.919732 -10.010787 -0.401 -0.510 0.118 -0.3466
C -4.487233 0.250566 -22.066104 -0.390 -0.736 -1.262 -0.5393
C -2.798903 -0.339903 -23.499665 -0.472 0.676 1.495 -0.5125
C -13.628495 10.027561 -17.383185 -3.100 -0.773 1.005 0.6273
C -13.400678 3.478851 -11.176948 2.241 0.074 2.680 -0.4069
C -20.782225 6.302002 -20.366833 2.115 0.451 -0.810 -0.2505
H -3.042867 3.191986 -15.808880 -0.928 -0.369 -0.384 0.2971
H -9.156431 -0.112932 -14.053597 0.283 0.296 0.269 0.3187
H -7.282437 3.775705 -26.157774 -0.022 -0.002 0.235 0.3915
H -13.289700 9.234720 -14.623019 -0.125 0.954 0.234 0.2537
H -22.920296 6.685067 -19.987331 0.071 0.029 -0.038 0.3682
H -9.055735 -2.389516 -14.692580 0.559 -0.178 -0.529 0.3089
H -18.677791 6.982646 -20.748591 -0.083 0.261 0.140 0.3769
H -2.399892 4.678724 -16.386354 0.035 0.302 0.338 0.3176
H -4.930182 0.669699 -21.174739 -0.039 -0.081 -0.174 0.3715
H -20.728719 5.227073 -20.456631 0.119 0.122 -0.112 0.3801
H -11.555564 3.381287 -18.554694 -0.259 0.610 0.241 0.3249
H -16.425307 -2.982145 -20.815265 -0.836 0.550 0.691 0.2503
H -13.972684 -4.156050 -21.112638 -0.480 -0.648 0.594 0.2941
H -16.446658 3.258456 -12.005614 0.309 0.221 0.147 0.2018
H -20.618826 6.538530 -29.993264 0.210 0.010 -0.205 0.3704
H -12.072530 8.331507 -15.251130 1.104 0.518 -0.615 0.2981
H -10.796045 1.846362 -20.194285 0.108 0.152 0.085 0.3013
H -2.908223 4.134215 -13.789611 -0.157 0.843 0.739 0.3467
H -17.882140 5.972858 -30.709509 -0.283 0.279 0.127 0.3578
H -8.479744 7.936928 -25.867835 -0.099 -0.222 -0.291 0.3653
H -5.966740 7.717236 -25.682256 -0.188 -0.269 0.081 0.1988
H -8.401790 -2.546548 -13.048945 -0.388 -0.527 -0.134 0.3136
H -16.919707 5.134986 -28.507252 -0.227 -0.209 -0.422 0.2077
H -13.469683 2.673855 -9.106964 -0.240 -0.186 -0.049 0.3690
H -9.968948 3.412564 -20.716842 0.318 -0.673 -0.129 0.3040
H -4.201019 -1.016173 -25.100688 0.496 -0.237 0.085 0.3601
H -19.784112 9.401716 -20.170480 0.645 -0.622 -0.284 0.2132
H -2.535112 0.808459 -21.692808 0.135 -0.445 -0.041 0.2567
H -20.875258 5.860566 -27.460927 0.029 -0.386 -0.127 0.3681
H -16.185731 2.370580 -9.724149 0.224 0.038 0.141 0.3633
H -1.783313 -0.299930 -23.864877 -0.092 -0.194 0.200 0.3542
H -9.393955 5.243780 -26.314782 -0.077 0.467 -0.179 0.3723
H -18.583482 4.461891 -26.874438 0.168 0.324 0.089 0.3668
H -14.453627 4.315454 -12.947373 0.567 -0.066 -0.004 0.3849
H -22.052780 9.293829 -19.775778 -0.358 -0.244 -0.162 0.3475
H -12.343008 3.680519 -11.260864 -0.125 0.152 -0.117 0.3842
H -14.301273 -2.654802 -21.639379 -0.624 0.977 0.460 0.2857
H -11.891715 11.267918 -15.049357 -0.025 0.104 -0.327 0.2735
H -6.023595 -0.378393 -23.607761 -0.280 0.031 0.807 0.3424
H -5.163880 5.356886 -25.529829 -0.045 -0.152 -0.367 0.3565
```
Positions in Å, forces in eV/Å.

The charge is 0. For the maximum force, the calculation gives 5.25 eV/A. The total energy is -88688.8957 eV. The value obtained for the HOMO-LUMO gap is 7.7 eV. For the energy above the lowest of the compared OMol25 structures with the same formula, charge and spin, the calculation gives 341.9 kJ/mol.



# 2
The following is a DFT calculation (the ωB97M-V functional and the def2-TZVPD basis) of a molecular structure, C35H40N3O3OsSb2.

Geometry as XYZ:
```
84
Properties=species:S:1:pos:R:3:forces:R:3:mulliken_charge:R:1
Os -1.215824 -0.987843 -0.259252 1.247 2.862 -0.048 -0.0383
Sb 0.523465 2.379121 -0.530735 -0.027 -1.027 -0.529 1.0285
Sb 1.496834 -0.831283 0.293383 0.315 -0.519 -0.049 -0.0015
O -0.757149 -3.017592 -0.406298 -0.146 -0.169 -0.193 0.5175
O -1.464400 -1.538635 1.663046 -0.452 -0.557 -0.010 -0.0001
O -2.055928 0.812270 0.551724 -0.678 -0.058 -0.026 0.0350
N -5.303520 -2.284628 -0.775373 -0.367 -0.087 -0.317 -0.5519
N -3.037958 -1.450030 -0.797452 -0.442 -0.057 -0.062 -0.0379
N -7.298993 -2.094450 0.681044 -0.060 -0.029 0.052 -0.3432
C 2.558724 -5.079289 0.486731 0.013 -0.005 -0.003 -0.8584
C -0.337578 4.252899 -0.245229 -0.033 0.038 0.270 1.0353
C 3.044215 -4.342508 -1.753155 -0.008 0.029 -0.001 -0.7211
C -1.250614 6.833625 0.122301 0.002 -0.014 0.002 -0.5604
C 2.639715 2.695317 -0.715959 -0.147 -0.042 0.087 -1.0067
C -1.788122 6.048618 -0.894251 0.050 0.022 0.017 -0.8081
C -0.606774 2.224601 -4.726731 -0.027 -0.035 -0.050 -0.8922
C 3.115991 -1.138389 2.857056 0.001 -0.094 -0.032 -0.7544
C -6.368133 -2.182434 0.009652 0.137 0.133 0.062 0.3545
C -2.089018 -0.578240 2.548886 0.290 -0.143 0.211 -0.2985
C -1.525514 -3.706278 0.620476 0.056 -0.065 -0.008 -0.8157
C 3.098804 0.175626 -0.758070 -0.148 -0.084 -0.021 -1.1142
C -0.129875 1.688291 -2.419525 0.031 0.048 -0.163 0.9479
C -1.040513 0.004057 -3.915394 0.014 -0.016 0.036 -0.8482
C -1.375141 -2.970270 1.934145 0.170 0.222 0.145 -0.4286
C -0.144933 2.604672 -3.470287 -0.064 0.000 0.014 -0.8201
C -1.066373 0.934919 -4.947253 0.022 0.073 -0.006 -0.7813
C 1.809274 0.871681 4.281733 0.035 0.004 0.016 -0.8124
C 3.525821 -0.812807 4.143462 -0.019 0.027 -0.007 -0.7463
C 2.872467 0.185108 4.854998 -0.012 -0.002 -0.013 -0.6653
C 2.609525 -3.063084 -1.426353 -0.038 -0.020 -0.044 -0.6834
C -0.808312 -3.734630 -1.674657 0.096 0.047 0.095 -1.0292
C -2.856081 0.393028 1.701279 -0.242 0.151 -0.034 -0.8575
C -2.889852 1.686339 -0.275262 0.064 -0.089 0.043 -0.7192
C 2.119925 -3.803775 0.816100 -0.083 -0.041 -0.014 -0.5466
C 2.037949 -0.464794 2.285071 -0.084 0.162 0.054 0.8455
C 2.141815 -2.793238 -0.142595 0.150 0.014 0.085 1.3320
C -4.178704 -1.816982 -0.720449 0.648 -0.316 0.220 0.7450
C 3.493101 1.543665 -0.222536 0.128 -0.050 0.086 -0.4919
C -0.264751 6.328722 0.962704 -0.001 0.007 -0.025 -0.7326
C 0.191909 5.033400 0.788829 0.027 -0.012 0.030 -0.8945
C -0.567299 0.387923 -2.672489 -0.172 -0.018 0.060 0.1678
C 1.393403 0.546650 2.998532 -0.002 0.032 -0.043 -0.5352
C -1.346086 4.749465 -1.075816 -0.050 -0.136 -0.014 -0.1085
C 3.018143 -5.348698 -0.797862 -0.011 0.005 0.026 -0.7550
H -0.182372 -3.177894 -2.364367 0.011 0.003 -0.029 0.3183
H 2.858529 3.630738 -0.202976 -0.033 0.013 -0.005 0.6657
H -1.286265 -0.107940 3.115000 -0.021 0.019 0.026 0.1527
H 0.192721 3.624696 -3.323830 0.014 -0.015 -0.009 0.6622
H 3.645732 -1.910764 2.311572 -0.016 0.000 -0.002 0.4963
H 1.782723 -3.606008 1.828231 0.039 0.008 0.008 0.4353
H 2.726701 2.852325 -1.795413 0.025 -0.009 0.003 0.5372
H -1.369566 -1.012460 -4.086268 -0.008 0.005 -0.003 0.5321
H -2.763745 -1.097556 3.229541 -0.018 0.029 0.005 0.5037
H 0.963123 4.649044 1.447632 -0.003 0.005 -0.002 0.4618
H 3.514993 1.528212 0.869876 -0.009 0.026 0.007 0.1837
H 3.898106 -0.544542 -0.574995 0.023 0.011 -0.051 0.7269
H 0.574614 1.102618 2.547808 -0.046 -0.019 0.009 0.3361
H -0.609488 2.946479 -5.532596 -0.002 -0.004 -0.007 0.4724
H -2.563894 -3.754815 0.293905 -0.033 -0.003 0.006 0.3723
H 3.370236 -6.340435 -1.048045 -0.007 -0.003 -0.001 0.4600
H 2.900731 0.179232 -1.831741 -0.002 0.043 0.001 0.5661
H 2.651215 -2.286720 -2.184361 0.012 -0.011 0.013 0.3840
H 0.148514 6.945830 1.748738 0.005 -0.002 0.001 0.4521
H -0.366765 -0.443422 -1.951214 0.120 -0.142 0.109 0.1581
H -0.389585 -4.726988 -1.514423 -0.029 0.005 -0.023 0.3096
H 4.361857 -1.335859 4.588025 0.004 0.000 -0.006 0.4727
H 3.415269 -4.548196 -2.748555 0.007 0.004 0.004 0.4771
H -1.762969 4.152950 -1.877395 -0.029 -0.022 0.012 0.4489
H -0.398311 -3.129617 2.389638 -0.029 -0.076 0.003 0.0650
H -3.085965 2.593418 0.292019 -0.024 0.023 -0.005 0.3144
H -2.164401 -3.257182 2.627890 0.001 -0.036 -0.003 0.6468
H -3.105835 1.281269 2.283046 -0.007 -0.007 0.009 0.5543
H -2.332525 1.899439 -1.180992 -0.056 -0.010 -0.007 0.1502
H 3.197826 0.433797 5.856134 -0.003 -0.002 0.003 0.4424
H 2.559624 -5.860141 1.236149 0.002 0.003 0.001 0.4909
H 4.520580 1.751184 -0.535605 -0.010 -0.008 0.010 0.5258
H -3.815234 1.169923 -0.524116 -0.008 0.024 -0.037 0.4894
H 1.312610 1.658530 4.834147 -0.005 -0.001 -0.001 0.4758
H -3.773377 -0.051684 1.315559 -0.020 -0.007 0.059 0.3032
H -1.840401 -3.781452 -2.019415 -0.011 -0.021 -0.021 0.3044
H -1.603781 7.847029 0.258825 -0.008 -0.001 0.007 0.4393
H -2.548104 6.454932 -1.548017 0.004 -0.010 -0.008 0.4554
H -1.431794 0.648204 -5.923926 -0.008 -0.001 -0.001 0.4576
H -1.124963 -4.716292 0.716339 -0.004 -0.003 0.029 0.5490
```
Positions in Å, forces in eV/Å.

The charge is +3. For the maximum force, the calculation gives 3.12 eV/A. The total energy is -63065.8217 eV. The value obtained for the HOMO-LUMO gap (spin up / spin down) is 3.9 / 4.1 eV.